Below is C18H19AsN2O9RhS4 as an isolated structure, with properties calculated with wB97M-V/def2-TZVPD.

Calculated values
relative energy (zero: lowest compared OMol25 entry of this formula, charge and spin)	14.2	kcal per mole
⟨S²⟩	6.02
gap between HOMO and LUMO (spin up / spin down)	0.271 / 0.251	Ha
net charge	-1
DFT total energy	-5423.13579	hartree
2S+1	5

```
54
Properties=species:S:1:pos:R:3:forces:R:3
Rh 0.832060 -0.023165 1.027535 -0.3105 -0.1911 -0.0142
O -2.763117 -2.134146 2.085668 0.0147 0.0382 -0.0695
As -1.298148 -1.911872 1.095057 0.2417 0.0937 0.4732
O -1.460695 -0.377365 0.465659 -0.0145 -0.2289 -0.2821
O 0.041559 -1.800729 2.108926 -0.1979 -0.2080 0.0173
C -1.279624 -3.645749 0.245238 -0.0683 0.0883 -0.0259
C -1.828845 -4.692339 0.973518 -0.0153 -0.0837 -0.0523
C -1.684872 -5.997449 0.515921 -0.0125 0.0508 0.0196
C -0.993118 -6.250093 -0.658214 0.0087 0.0270 -0.0173
C -0.454328 -5.199363 -1.391093 -0.0685 -0.1039 -0.0326
C -0.604200 -3.900740 -0.941681 -0.0622 0.0066 -0.0625
S 0.029400 -2.529777 -1.892504 0.0567 0.0511 0.2031
O -1.148517 -1.893816 -2.445074 0.0107 -0.0268 -0.1290
O 0.970033 -3.073283 -2.841257 -0.0673 -0.0615 0.0078
O 0.657371 -1.737713 -0.818953 0.2090 0.2192 0.0131
H -3.228027 -1.288054 2.044347 0.0647 -0.0337 0.0215
H -2.362248 -4.493381 1.892184 0.0013 0.0112 0.0142
H -2.109139 -6.813371 1.087418 0.0072 -0.0053 -0.0026
H -0.871439 -7.268758 -1.006133 0.0028 0.0097 -0.0028
H 0.088740 -5.368618 -2.312043 -0.0039 0.0151 0.0211
C -1.439547 1.356983 4.668099 -0.0065 -0.0446 0.0382
C -1.802263 2.659568 4.371483 -0.0027 0.0234 -0.0050
C -1.431116 3.208285 3.155850 -0.0134 -0.0536 0.0030
C -0.700700 2.428900 2.266402 0.0131 0.0095 -0.0357
N -0.379049 1.171160 2.558691 0.1007 0.1093 0.1341
C -0.723837 0.638189 3.725052 -0.0114 0.0079 -0.0823
C -0.201748 2.933942 0.958138 -0.0259 0.0374 0.0102
C -0.324695 4.261000 0.570007 0.0209 -0.0355 -0.0096
C 0.222548 4.657762 -0.639142 -0.0275 0.0328 0.0041
C 0.877671 3.726915 -1.422315 0.0135 -0.0249 -0.0154
C 0.959242 2.421641 -0.967254 -0.0680 -0.0198 0.0198
N 0.416798 2.040681 0.184109 0.1728 0.0633 0.0140
H -1.702413 0.896872 5.610722 -0.0014 0.0105 -0.0147
H -2.367473 3.248649 5.082816 0.0020 -0.0021 -0.0089
H -1.708209 4.222326 2.908738 0.0090 -0.0062 0.0033
H -0.420871 -0.392831 3.864331 0.0039 0.0191 0.0260
H -0.817672 4.980544 1.206955 0.0092 -0.0043 -0.0131
H 0.145728 5.690028 -0.956423 0.0037 -0.0013 0.0067
H 1.339105 3.994143 -2.362800 -0.0102 0.0045 0.0029
H 1.474792 1.657157 -1.535274 0.0095 0.0094 -0.0036
C 2.445225 1.335618 -5.117341 0.0060 0.1009 -0.0669
S 1.774239 0.316712 -3.791780 0.0735 -0.0151 -0.0636
C 0.038113 0.761850 -3.950339 -0.0407 0.0690 -0.0301
H 2.216195 2.393372 -4.964502 0.0019 -0.0358 0.0106
H 2.065259 1.029838 -6.094285 -0.0193 -0.0248 0.0470
H 3.528366 1.215573 -5.116553 -0.0244 -0.0225 0.0271
H -0.392443 0.355941 -4.865845 0.0329 0.0123 -0.0140
H -0.080610 1.848517 -3.933596 -0.0051 -0.0300 0.0121
H -0.492527 0.320773 -3.109286 -0.0039 -0.0526 0.0360
O 2.330159 0.901192 2.719695 -0.1524 0.1435 0.1281
S 3.477506 1.162770 1.821050 -0.0869 -0.0853 -0.1031
O 3.352300 2.401639 1.081989 0.0847 0.0215 0.0220
O 4.757648 0.910592 2.424459 0.0191 -0.0714 -0.0371
S 3.031432 -0.356520 0.413630 0.1264 0.1875 -0.1423
```
Positions in Å, forces in eV/Å.

natural (NBO) atomic charge list, values in e, 4 entries: 1.289 -1.042 2.421 -1.131